(1)
This record from the OMol25 dataset describes 4 unconnected molecules or ions with the total composition C41H79NO12. The level of theory is ωB97M-V/def2-TZVPD.

As for the frontier orbital gap: 8.14 eV. As for the SMILES: CCCCCCCC1=C(CCC(C)C)C(=O)C(CC=O)=C(CCCN)C1=O.COCCOCCOC.COCCOCCOC.COCCOCCOC. For the energy relative to the best compared isomer or geometry (same formula, charge and spin), the calculation gives 0.0 kcal per mole. For the LUMO energy, the calculation gives -0.0343 Ha.

Last columns: bonded neighbours and bond lengths (Å).
CARTESIAN COORDINATES (ANGSTROEM)
1 C 1.77035 -3.96839 -5.30663  H53 1.096, C73 1.516, H74 1.098, O79 1.419
2 C -2.18397 1.90761 4.04024  O60 1.411, H107 1.096, H112 1.095, H129 1.090
3 H 0.75683 4.61891 1.71856  C97 1.098
4 H 0.15119 4.26439 -1.21660  C99 1.097
5 H 3.79453 1.74335 6.16818  C63 1.094
6 O 8.28988 2.93482 3.85760  C61 1.167
7 H -2.66696 -5.02101 -4.45603  C22 1.090
8 H 1.73390 6.81357 5.39909  C123 1.098
9 C 1.69320 -3.75449 -7.66051  H14 1.096, H57 1.089, O79 1.412, H125 1.096
10 C -1.51934 -7.98298 -3.84170  H62 1.094, H77 1.091, O82 1.423, C85 1.516
11 H 0.74564 -8.60079 -7.31349  C133 1.095
12 O 5.34894 5.38419 4.30017  C33 1.183
13 C 1.99630 7.85077 3.56515  C31 1.549, H86 1.098, C123 1.544, C130 1.539
14 H 2.34234 -4.59836 -7.91864  C9 1.096
15 C 3.19385 0.15777 4.79175  H35 1.093, C63 1.552, H66 1.097, C108 1.558
16 H 0.06168 -3.98750 -3.97426  C73 1.091
17 O -5.20843 4.38225 3.37011  C91 1.423, C101 1.423
18 H -3.75929 -3.61634 -4.47647  C22 1.095
19 H -0.33198 -10.00627 -7.48890  C133 1.089
20 H -4.32474 -9.21650 -5.09172  C21 1.093
21 C -3.28906 -9.37584 -4.78000  H20 1.093, H29 1.090, O82 1.423, C100 1.515
22 C -2.73210 -3.94573 -4.28904  H7 1.090, H18 1.095, H45 1.096, O122 1.412
23 H 1.17559 1.51618 5.05071  N54 1.013
24 H 3.88492 7.22327 4.33662  C130 1.092
25 C -1.62622 -1.94481 -4.90995  C37 1.515, H110 1.098, O122 1.418, H131 1.096
26 C -3.94435 3.10546 5.06905  H30 1.095, O60 1.420, H78 1.098, C91 1.515
27 H 3.19242 6.71780 1.36666  C40 1.088
28 H 1.29717 0.94837 -0.99413  C109 1.093
29 H -2.71932 -9.58112 -5.68648  C21 1.090
30 H -3.17708 3.88545 5.01905  C26 1.095
31 C 1.24069 8.20509 2.25981  C13 1.549, H68 1.095, H69 1.093, H71 1.095
32 C -0.77949 1.46264 -1.40772  H75 1.094, C89 1.560, H90 1.093, C109 1.557
33 C 4.67538 4.61039 3.71046  O12 1.183, C41 1.509, C132 1.501
34 H -5.99156 2.40466 0.73532  C87 1.098
35 H 2.25814 -0.08227 4.28031  C15 1.093
36 O 0.73106 -2.02573 -4.16777  C37 1.427, C73 1.424
37 C -0.18312 -1.55408 -5.15666  C25 1.515, O36 1.427, H50 1.094, H116 1.090
38 O -6.28527 1.62561 2.59877  C87 1.419, C95 1.411
39 H 1.83385 4.68113 -1.50371  C99 1.097
40 C 3.77500 6.48376 2.25513  H27 1.088, H124 1.099, C130 1.542, C132 1.505
41 C 4.90904 3.14591 3.98908  C33 1.509, C80 1.511, C111 1.322
42 H -2.15866 -10.65842 -1.51500  C51 1.096
43 H -0.31752 0.04334 0.24686  C89 1.091
44 H 4.00763 8.44624 3.11114  C130 1.097
45 H -2.45448 -3.74356 -3.24828  C22 1.096
46 H -1.17213 1.52959 0.73930  C89 1.095
47 H -7.08200 3.36090 1.77445  C87 1.096
48 C 1.53376 3.33582 0.19297  H52 1.099, C97 1.571, C99 1.528, H115 1.085
49 H 2.37714 2.56911 -2.43296  C83 1.100
50 H -0.12666 -0.46309 -5.10313  C37 1.094
51 C -1.77733 -11.40757 -2.21778  H42 1.096, H114 1.089, O120 1.412, H128 1.095
52 H 2.51862 2.85455 0.11094  C48 1.099
53 H 2.65565 -3.34214 -5.46626  C1 1.096
54 N 1.77895 1.94841 5.73945  H23 1.013, H58 1.012, C63 1.457
55 H 5.20485 0.47976 3.89399  C108 1.088
56 H -3.80218 -11.40135 -4.31400  C100 1.098
57 H 0.97358 -3.59994 -8.46334  C9 1.089
58 H 2.08084 2.84195 5.37341  N54 1.012
59 O -0.39652 -9.11542 -5.66569  C85 1.419, C133 1.412
60 O -3.57038 1.97403 4.29669  C2 1.411, C26 1.420
61 C 7.31363 2.29789 3.91662  O6 1.167, H76 1.111, C80 1.531
62 H -1.47732 -7.03801 -3.29263  C10 1.094
63 C 2.93009 1.09401 6.00165  H5 1.094, C15 1.552, N54 1.457, H118 1.096
64 H 0.40404 -7.52647 -4.66614  C85 1.098
65 H 0.78736 0.68226 -2.64726  C109 1.096
66 H 3.61941 -0.79844 5.12042  C15 1.097
67 H -7.63046 0.51086 3.63232  C95 1.089
68 H 0.64233 7.36352 1.89678  C31 1.095
69 H 0.55380 9.04041 2.41677  C31 1.093
70 H -5.58123 4.41832 5.34098  C91 1.093
71 H 1.97698 8.52383 1.51483  C31 1.095
72 H 0.89682 3.03559 -3.22785  C83 1.095
73 C 0.98438 -3.42646 -4.12889  C1 1.516, H16 1.091, O36 1.424, H119 1.093
74 H 2.09692 -4.99125 -5.07708  C1 1.098
75 H -1.37418 0.96352 -2.17810  C32 1.094
76 H 7.22521 1.32710 3.38318  C61 1.111
77 H -1.19667 -8.75941 -3.14660  C10 1.091
78 H -4.04293 2.77511 6.11126  C26 1.098
79 O 0.97112 -4.02434 -6.47800  C1 1.419, C9 1.412
80 C 6.13564 2.75589 4.77984  C41 1.511, C61 1.531, H92 1.097, H121 1.091
81 H -8.24480 2.08569 3.10934  C95 1.096
82 O -2.88961 -8.14490 -4.18931  C10 1.423, C21 1.423
83 C 1.30659 2.74751 -2.25374  H49 1.100, H72 1.095, C99 1.544, C109 1.543
84 O 1.88674 2.06041 2.69780  C88 1.182
85 C -0.57805 -7.86280 -5.02427  C10 1.516, O59 1.419, H64 1.098, H127 1.096
86 H 1.96868 8.76426 4.17439  C13 1.098
87 C -6.16367 2.76263 1.75883  H34 1.098, O38 1.419, H47 1.096, C101 1.516
88 C 2.81978 2.77997 2.79568  O84 1.182, C98 1.491, C111 1.520
89 C -1.07837 0.76914 -0.04316  C32 1.560, H43 1.091, H46 1.095, H93 1.095
90 H -1.13396 2.49334 -1.32007  C32 1.093
91 C -5.26911 3.67436 4.60321  O17 1.423, C26 1.515, H70 1.093, H102 1.090
92 H 5.88901 1.92563 5.45310  C80 1.097
93 H -2.06803 0.30683 -0.11401  C89 1.095
94 H 1.31200 5.79385 3.99665  C123 1.093
95 C -7.62301 1.23238 2.81651  O38 1.411, H67 1.089, H81 1.096, H106 1.096
96 H 1.94781 5.39088 0.63968  C97 1.088
97 C 1.73180 4.50143 1.22720  H3 1.098, C48 1.571, H96 1.088, C98 1.502
98 C 2.78702 4.16406 2.24171  C88 1.491, C97 1.502, C132 1.323
99 C 1.17196 3.86328 -1.19471  H4 1.097, H39 1.097, C48 1.528, C83 1.544
100 C -3.28061 -10.56169 -3.83643  C21 1.515, H56 1.098, H117 1.095, O120 1.420
101 C -4.99664 3.63365 2.17921  O17 1.423, C87 1.516, H104 1.091, H113 1.093
102 H -6.04757 2.91130 4.58231  C91 1.090
103 H 0.21894 7.11608 4.60428  C123 1.093
104 H -4.07061 3.05915 2.23554  C101 1.091
105 H -1.02167 -8.37658 -7.50315  C133 1.096
106 H -8.03924 0.76239 1.91872  C95 1.096
107 H -1.80615 2.85630 3.64153  C2 1.096
108 C 4.16522 0.75839 3.73232  C15 1.558, H55 1.088, C111 1.518, H126 1.098
109 C 0.72236 1.38936 -1.81263  H28 1.093, C32 1.557, H65 1.096, C83 1.543
110 H -2.27348 -1.37127 -5.58647  C25 1.098
111 C 4.03680 2.25893 3.54260  C41 1.322, C88 1.520, C108 1.518
112 H -1.63705 1.63678 4.94997  C2 1.095
113 H -4.85135 4.38390 1.39732  C101 1.093
114 H -0.70772 -11.52131 -2.04485  C51 1.089
115 H 0.81078 2.62377 0.57802  C48 1.085
116 H 0.14563 -1.83255 -6.15780  C37 1.090
117 H -3.81108 -10.29638 -2.91573  C100 1.095
118 H 2.78857 0.46868 6.89037  C63 1.096
119 H 1.59317 -3.57597 -3.23317  C73 1.093
120 O -1.95577 -10.98887 -3.55395  C51 1.412, C100 1.420
121 H 6.43723 3.59262 5.41116  C80 1.091
122 O -1.83635 -3.32046 -5.18445  C22 1.412, C25 1.418
123 C 1.24819 6.80127 4.41461  H8 1.098, C13 1.544, H94 1.093, H103 1.093
124 H 4.82681 6.62174 1.96918  C40 1.099
125 H 2.29350 -2.84355 -7.55964  C9 1.096
126 H 3.89599 0.31654 2.76377  C108 1.098
127 H -0.97319 -7.11770 -5.72458  C85 1.096
128 H -2.27139 -12.36921 -2.04270  C51 1.095
129 H -2.02271 1.13670 3.28668  C2 1.090
130 C 3.48481 7.51561 3.36368  C13 1.539, H24 1.092, C40 1.542, H44 1.097
131 H -1.89662 -1.70399 -3.87596  C25 1.096
132 C 3.66137 5.04838 2.69364  C33 1.501, C40 1.505, C98 1.323
133 C -0.24067 -9.00727 -7.06450  H11 1.095, H19 1.089, O59 1.412, H105 1.096

Löwdin population analysis, charges in e, atoms 1 to 4:
1. C -0.20
2. C -0.11
3. H 0.13
4. H 0.11

***

(2)
This record from the OMol25 dataset describes 3 unconnected molecules or ions with the total composition C3H12NO4. The level of theory is ωB97M-V/def2-TZVPD.

As for the frontier orbital gap: 11.09 eV. Its total charge is +1. For the energy relative to the best compared isomer or geometry (same formula, charge and spin), the calculation gives 44.4 kcal per mole. For the LUMO energy, the calculation gives -0.1129 Ha.

Last columns: bonded neighbours and bond lengths (Å).
CARTESIAN COORDINATES (ANGSTROEM)
1 C 0.25022 -0.74867 0.85646  H4 1.095, C11 1.525, C12 1.516, N15 1.523
2 H -0.26610 3.39229 -1.06510  O7 0.969
3 O 1.16271 1.30959 1.65203  C12 1.199
4 H -0.51401 -1.22820 1.47701  C1 1.095
5 H 0.01289 3.24895 0.36551  O7 0.970
6 O 1.06087 -2.92396 0.98181  C11 1.417, H19 0.961
7 O -0.19861 2.69148 -0.39922  H2 0.969, H5 0.970
8 H -2.84981 1.32923 -2.36579  O18 0.962
9 H 0.11221 0.33169 -0.87251  N15 1.013
10 H 0.90838 -2.05505 -0.80976  C11 1.086
11 C 1.18880 -1.75270 0.19498  C1 1.525, O6 1.417, H10 1.086, H17 1.092
12 C 0.92546 0.15417 1.86950  C1 1.516, O3 1.199, H14 1.101
13 H -1.24179 -0.57688 -0.54447  N15 1.020
14 H 1.19297 -0.28949 2.84093  C12 1.101
15 N -0.54950 0.06246 -0.15441  C1 1.523, H9 1.013, H13 1.020, H16 1.013
16 H -1.05923 0.86596 0.19405  N15 1.013
17 H 2.19736 -1.33741 0.24821  C11 1.092
18 O -2.17139 0.64824 -2.32921  H8 0.962, H20 0.963
19 H 1.86738 -3.43774 1.08128  O6 0.961
20 H -2.02881 0.31603 -3.22130  O18 0.963

Löwdin population analysis, charges in e, atoms 1 to 4:
1. C -0.21
2. H 0.07
3. O 0.10
4. H 0.16

***

no.,HOMO energy (Ha),strongest force on any atom (eV/A)
1,-0.333,3.192
2,-0.520,2.178